No. 1
{"formula": "C3H7N2O2S", "method": "ωB97M-V/def2-TZVPD", "multiplicity": 1, "gap_ev": [5.75, 6.45], "total_charge": -1, "lumo_ev": [3.90, 3.85], "total_energy_ev": -21132.648, "elements": ["S", "O", "O", "N", "N", "C", "C", "C", "H", "H", "H", "H", "H", "H", "H"], "xyz": [[1.680, -1.428, 0.413], [1.464, -2.759, 1.006], [2.423, -0.478, 1.286], [-0.236, 0.139, 1.946], [-0.671, -0.532, 0.810], [-0.978, 0.340, -0.247], [-0.867, -0.052, -1.687], [-0.087, 1.108, -1.150], [-0.140, 2.221, -1.410], [-1.912, 0.004, -2.266], [0.093, -0.498, 2.607], [-0.230, -0.853, -1.985], [0.949, 0.864, -1.110], [0.374, 1.000, 1.834], [-1.861, 0.924, -0.048]], "forces_ev_per_angstrom": [[-0.33, 0.22, -0.13], [0.06, 0.14, 0.14], [-0.64, -0.35, -0.32], [-1.38, 3.06, -0.87], [2.56, -0.86, 0.11], [-0.30, -0.01, 0.40], [-3.27, 0.45, -1.13], [1.01, 2.33, -0.76], [-0.71, -1.63, 0.35], [2.67, 0.19, 0.98], [0.86, -0.98, 1.02], [0.04, -0.71, 0.06], [0.71, -0.31, 0.21], [-0.53, -1.76, -0.10], [-0.76, 0.21, 0.03]]}

No. 2
{"formula": "C4H3NO", "method": "ωB97M-V/def2-TZVPD", "multiplicity": 1, "gap_ev": 9.00, "lumo_ev": -0.83, "total_energy_ev": -7728.577, "elements": ["O", "N", "C", "C", "C", "C", "H", "H", "H"], "xyz": [[-1.537, 1.296, -0.804], [0.712, -1.431, 1.623], [-0.444, -1.123, 1.680], [-0.730, 0.266, -0.931], [1.323, -0.307, 0.265], [0.577, 0.257, -0.622], [2.346, -0.386, 0.561], [-1.186, -0.609, -1.380], [-1.061, 2.037, -0.391]], "forces_ev_per_angstrom": [[-0.02, 0.09, 0.17], [-0.95, 1.66, -1.56], [1.24, -0.43, 0.40], [0.48, 0.05, -0.52], [-0.62, -0.86, 0.98], [-0.05, -0.61, 0.98], [0.21, 0.13, -0.25], [-0.16, 0.15, -0.17], [-0.12, -0.16, -0.04]]}

No. 3
{"formula": "CH4N3P", "method": "ωB97M-V/def2-TZVPD", "multiplicity": 3, "s_squared": 2.01, "gap_ev": [7.69, 6.92], "lumo_ev": [0.93, -2.62], "total_energy_ev": -14853.667, "elements": ["P", "N", "N", "N", "C", "H", "H", "H", "H"], "xyz": [[1.638, 0.200, -0.143], [2.038, -1.236, -0.159], [-0.869, 0.070, -0.482], [0.068, 0.908, 0.115], [-1.053, -1.078, 0.040], [2.186, 1.423, 0.151], [-1.755, -1.645, -0.539], [-0.693, -1.186, 0.959], [0.040, 1.882, -0.410]], "forces_ev_per_angstrom": [[-2.45, 7.47, -3.50], [1.52, -6.06, 1.69], [-0.81, 0.12, -1.03], [-0.26, 0.73, -0.45], [-1.42, 2.65, -3.74], [1.60, 0.24, 1.35], [-0.11, -0.80, 0.42], [1.61, -1.65, 3.86], [0.33, -2.70, 1.39]]}

No. 4
{"formula": "C2H4N2OS", "method": "ωB97M-V/def2-TZVPD", "multiplicity": 1, "gap_ev": 9.44, "smiles": "[H]/N=C(/N)SC=O", "lumo_ev": -0.12, "total_energy_ev": -17999.920, "elements": ["S", "O", "N", "N", "C", "C", "H", "H", "H", "H"], "xyz": [[-0.264, -0.967, -0.090], [-1.990, 0.878, -0.230], [2.213, -0.366, -0.073], [0.892, 1.586, 0.175], [-1.781, -0.321, 0.213], [1.042, 0.291, 0.068], [2.379, -1.231, 0.226], [0.020, 2.017, -0.204], [-2.589, -0.966, 0.941], [3.023, 0.266, -0.078]], "forces_ev_per_angstrom": [[1.45, -2.48, -0.01], [-0.11, -4.94, 2.26], [0.85, 5.06, -1.07], [0.68, -2.38, -0.97], [-3.03, 5.31, 0.05], [-2.30, 3.58, -0.47], [0.38, -4.14, 1.54], [0.59, -1.19, 0.94], [2.09, 1.68, -2.25], [-0.60, -0.50, -0.02]]}

No. 5
{"formula": "C33H38N3P2PtSe", "method": "ωB97M-V/def2-TZVPD", "multiplicity": 1, "gap_ev": 4.41, "total_charge": -1, "lumo_ev": 2.01, "total_energy_ev": -126482.121, "elements": ["Pt", "Se", "P", "P", "N", "N", "N", "C", "C", "C", "C", "C", "C", "C", "C", "C", "C", "C", "C", "C", "C", "C", "C", "C", "C", "C", "C", "C", "C", "C", "C", "C", "C", "C", "C", "C", "C", "C", "C", "C", "H", "H", "H", "H", "H", "H", "H", "H", "H", "H", "H", "H", "H", "H", "H", "H", "H", "H", "H", "H", "H", "H", "H", "H", "H", "H", "H", "H", "H", "H", "H", "H", "H", "H", "H", "H", "H", "H"], "xyz": [[-0.082, 0.247, 0.175], [-1.420, -1.792, -0.735], [1.267, -1.368, 1.092], [1.117, 0.095, -1.795], [4.008, -1.358, 0.714], [3.875, -0.093, -1.790], [-1.740, 1.659, 0.920], [5.081, -0.403, -1.220], [2.025, 2.700, -2.186], [1.694, -1.446, 2.916], [1.147, -3.141, 0.679], [0.822, 4.045, 2.049], [2.792, -0.378, -1.126], [5.147, -1.035, 0.026], [-2.067, 3.754, 2.075], [-3.413, 3.633, 2.055], [7.484, -0.387, -1.346], [0.335, -1.666, 3.604], [2.636, -2.572, 3.346], [0.005, 1.936, -3.422], [0.218, 2.902, 1.503], [6.404, -1.344, 0.587], [2.262, -0.110, 3.382], [2.189, 4.202, 2.039], [2.862, -1.037, 0.184], [-5.384, 2.327, 1.362], [1.415, 1.533, -2.957], [-3.986, 2.500, 1.434], [-3.698, 0.421, 0.233], [0.927, -1.292, -2.965], [-5.059, 0.278, 0.173], [2.263, 1.244, -4.196], [-3.124, 1.535, 0.871], [7.551, -1.025, -0.089], [6.272, -0.080, -1.903], [0.976, 1.863, 0.927], [2.367, 2.077, 0.935], [2.965, 3.199, 1.469], [-5.918, 1.231, 0.742], [-1.240, 2.749, 1.493], [0.827, -2.213, -2.396], [4.045, 3.293, 1.441], [2.644, 5.090, 2.461], [8.403, -0.142, -1.864], [1.773, -1.338, -3.648], [-0.022, -1.178, -3.489], [2.415, -0.154, 4.465], [-0.032, -2.682, 3.447], [0.060, 2.900, -3.936], [1.409, 2.987, -1.332], [6.185, 0.410, -2.864], [2.750, -2.522, 4.434], [-6.992, 1.100, 0.686], [3.222, 0.106, 2.913], [3.030, 1.340, 0.511], [0.452, -1.511, 4.681], [3.616, -2.473, 2.887], [-4.054, 4.387, 2.497], [-5.467, -0.593, -0.324], [0.226, 4.835, 2.485], [3.275, 0.951, -3.930], [1.824, 0.470, -4.823], [-0.410, 1.205, -4.118], [2.309, 2.157, -4.800], [0.984, -3.237, -0.391], [2.050, -3.664, 0.988], [2.234, -3.556, 3.113], [8.519, -1.259, 0.336], [6.418, -1.832, 1.553], [-0.684, 2.029, -2.581], [-1.609, 4.612, 2.536], [1.585, 0.716, 3.162], [-6.020, 3.085, 1.807], [2.107, 3.560, -2.858], [3.023, 2.462, -1.817], [-3.040, -0.324, -0.202], [0.250, -3.549, 1.144], [-0.421, -0.974, 3.231]], "forces_ev_per_angstrom": [[0.10, -0.30, -0.17], [-0.03, 0.11, 0.07], [0.09, -0.11, -0.02], [0.07, -0.09, -0.08], [0.02, 0.03, -0.06], [0.04, -0.06, 0.06], [-0.16, 0.15, 0.07], [-0.11, 0.04, -0.13], [0.01, 0.06, 0.02], [-0.16, 0.01, 0.13], [-0.06, 0.00, -0.02], [-0.02, 0.00, -0.02], [0.04, -0.05, 0.19], [-0.10, -0.08, 0.12], [-0.07, -0.06, -0.02], [0.05, -0.04, -0.03], [-0.05, 0.02, -0.03], [0.03, 0.00, 0.00], [0.02, 0.00, 0.05], [0.03, 0.00, 0.00], [-0.05, -0.06, -0.01], [0.05, 0.01, -0.02], [0.02, 0.07, 0.00], [0.05, 0.03, 0.00], [0.01, 0.13, -0.14], [-0.07, -0.02, -0.02], [-0.16, 0.10, -0.05], [-0.06, 0.10, 0.07], [-0.12, 0.12, 0.02], [-0.05, 0.00, 0.02], [0.09, -0.03, -0.01], [0.02, 0.05, -0.03], [0.16, -0.06, -0.02], [-0.05, -0.02, 0.04], [0.05, -0.01, 0.02], [0.01, 0.11, 0.05], [-0.02, 0.00, 0.11], [0.06, 0.00, 0.02], [-0.03, 0.06, 0.04], [0.00, -0.02, -0.02], [-0.01, 0.01, 0.04], [0.02, 0.00, 0.00], [0.00, 0.00, 0.00], [-0.01, 0.01, -0.02], [0.06, 0.01, -0.07], [0.04, 0.01, -0.03], [0.00, 0.02, 0.02], [-0.03, 0.00, -0.04], [0.01, -0.01, -0.03], [0.00, -0.01, -0.09], [0.03, 0.01, -0.01], [0.03, 0.01, 0.01], [-0.01, 0.01, 0.01], [0.02, 0.00, -0.01], [0.07, -0.09, -0.05], [0.01, -0.03, 0.02], [0.05, 0.00, -0.03], [-0.02, 0.01, 0.01], [-0.01, -0.02, -0.01], [0.00, 0.00, 0.00], [0.04, -0.02, 0.00], [-0.04, -0.05, -0.01], [-0.03, -0.03, 0.03], [0.02, 0.02, 0.00], [0.00, 0.03, -0.01], [0.08, -0.03, 0.04], [-0.04, -0.04, -0.03], [-0.01, -0.01, 0.02], [0.03, -0.01, 0.01], [0.00, 0.02, 0.05], [-0.03, 0.02, 0.02], [0.00, -0.04, 0.02], [-0.01, 0.00, 0.00], [0.00, 0.03, -0.01], [0.01, 0.01, -0.01], [0.05, -0.09, -0.05], [0.04, -0.02, 0.02], [0.00, 0.05, -0.01]]}

No. 6
{"formula": "C2H5ClNO2S", "method": "ωB97M-V/def2-TZVPD", "multiplicity": 1, "gap_ev": [6.52, 6.52], "total_charge": -1, "lumo_ev": [2.09, 2.09], "total_energy_ev": -31097.245, "elements": ["Cl", "S", "O", "O", "N", "C", "C", "H", "H", "H", "H", "H"], "xyz": [[-0.684, -3.372, 1.608], [-0.076, -1.291, -1.030], [-0.697, -2.271, -1.879], [1.381, -1.274, -0.827], [-0.800, 0.143, -1.102], [0.213, 0.911, 0.936], [-0.170, 1.223, -0.460], [-0.482, 0.957, 1.725], [0.813, 1.556, -0.969], [-1.017, 1.962, -0.509], [0.544, -0.054, 1.129], [0.978, 1.508, 1.378]], "forces_ev_per_angstrom": [[0.12, 0.61, -0.47], [0.71, 2.30, -1.61], [0.29, 0.24, 0.86], [-2.03, -0.41, 0.09], [0.29, -4.43, -0.48], [0.40, 0.95, 1.82], [0.55, 1.50, -0.15], [-2.06, 0.44, 0.40], [-1.60, -0.22, 0.21], [1.42, 0.14, 0.11], [0.92, -2.02, -0.48], [0.98, 0.93, -0.31]]}